Entry 1:
The following is a DFT calculation (ωB97M-V with the def2-TZVPD basis set) of a cluster of 40 separate species, H80O40 in total at a distorted geometry.

Results
ΔE to the lowest compared entry with this formula, charge and spin, kcal per mole: 260.96
M, u: 720.60
Gap between HOMO and LUMO, eV: 9.452
E_HOMO, eV: -10.4

```
120
H80O40 | the OMol25 dataset | ωB97M-V with the def2-TZVPD basis set
H 3.6737 -2.6170 4.3588
H 4.6431 -1.4681 4.6447
O 3.6974 -1.6328 4.6212
H 1.2812 5.5517 0.6852
H 1.1883 6.2933 2.0502
O 0.9652 6.4378 1.0627
H -3.2102 -1.5769 -0.9414
H -4.5725 -1.6715 -0.5725
O -4.0083 -1.0480 -1.0396
H -0.8703 1.5349 -3.6543
H -0.4444 2.2452 -2.2256
O -0.1701 2.0126 -3.1699
H 5.0074 3.8930 -1.6076
H 4.0271 2.4565 -1.8277
O 4.2965 3.2888 -1.3348
H 4.2925 1.2596 3.1569
O 3.5169 1.2094 3.7046
H 3.0893 4.5612 -0.5072
O 2.2218 4.5448 -0.1405
H 0.2342 1.4785 -0.0903
H -0.8614 2.7915 -0.0206
O -0.1883 2.2322 -0.5034
H 2.9309 -4.4644 1.2982
H 1.5129 -4.4775 1.5622
O 2.3406 -4.2670 2.0252
H 4.7493 3.5843 0.6323
H 5.3410 3.6896 2.0158
O 5.2823 4.1738 1.1863
H -0.6575 4.7800 -1.5738
H -0.2723 6.0579 -0.5231
O -0.8472 5.6360 -1.1886
H 0.3601 4.1141 -4.0057
O 1.0403 4.7750 -4.0747
H 2.7130 -0.6887 0.6210
H 3.4616 -0.6388 2.2445
O 3.2285 -0.3972 1.3754
H 1.6309 -2.3510 4.0442
H 2.1045 -1.1404 3.4020
O 1.2442 -1.5553 3.6550
H -4.9259 -0.0435 -4.4376
H -4.4333 0.3430 -3.1466
O -4.0717 0.0245 -3.9651
H 4.0947 -2.1666 -0.4880
H 4.7274 -3.3756 -0.9659
O 4.9091 -2.6416 -0.3507
H 2.3208 2.6002 -2.6995
H 1.7630 1.2460 -2.2409
O 2.5832 1.6582 -2.6045
H -0.0731 -2.3205 2.7691
H -1.3278 -1.5850 2.5946
O -0.7665 -2.2232 2.1001
H -1.4646 -4.0222 -0.9361
O -2.1483 -3.7748 -1.6093
H 1.3799 -2.5756 -5.6569
H 1.7772 -3.0736 -4.2584
O 1.7430 -3.3036 -5.1802
H -2.9005 0.3199 -5.7733
O -2.0308 -0.1029 -5.6095
H -3.2704 -1.6080 3.3177
H -2.6161 -0.2501 3.6783
O -2.8736 -0.7991 2.9409
H 1.0381 0.5639 -5.4711
H -0.1424 -0.1092 -5.7363
O 0.7590 -0.4131 -5.6270
H -3.6605 -4.0038 0.2959
H -4.4439 -4.8981 0.3381
O -4.5522 -4.0072 0.7774
H 3.0343 -0.7998 -1.9792
H 4.4864 -1.2255 -2.3941
O 3.5468 -1.5051 -2.3494
H 2.1222 -2.9829 -2.5586
H 1.0999 -2.7975 -1.5871
O 1.2527 -3.3485 -2.4538
H -4.0189 -0.2556 4.6372
H -3.1302 -0.5052 5.8938
O -3.7822 -0.9910 5.2599
H -4.7782 -2.8186 2.7671
H -4.0720 -3.9039 3.5141
O -4.1207 -2.9501 3.4335
H -5.2517 1.2099 3.5432
H -5.7108 0.6707 2.3262
O -5.4589 1.5533 2.6238
H 3.2576 -4.1705 -4.1813
H 3.9963 -2.7780 -3.8923
O 4.0263 -3.7395 -3.6780
H -0.2222 -0.9556 -0.5989
H 0.7285 -0.4750 -1.9948
O 0.6489 -0.6022 -1.0495
H -1.3487 -0.8508 1.1156
O -1.0023 0.0639 0.9867
H -0.1131 2.4389 3.4741
H 1.1514 1.7533 4.1163
O 0.2741 1.6179 3.7338
H -1.8874 -3.0170 -2.1527
H 2.8164 1.1048 3.0499
H -2.1343 -0.8089 -4.9571
H 1.7480 3.9018 -0.6547
H 0.6200 5.5915 -3.7509
H -1.8373 0.3982 1.3577
O -0.8099 -4.7430 1.3434
H -1.1021 -3.8544 1.5829
H -0.4290 -5.2058 2.0726
O -2.4490 1.1101 -1.3023
H -2.9886 0.4366 -0.8903
H -1.5314 1.3345 -1.3992
O -3.5454 2.8321 -3.5351
H -2.6483 3.1811 -3.3119
H -3.4875 2.3382 -2.6914
O 1.0142 -3.9071 -0.1222
H 1.0069 -4.8014 -0.4358
H 0.1580 -3.7355 0.4681
O 0.5613 -0.2898 6.0876
H 0.3581 -0.5756 5.1371
H 1.3363 0.2712 6.1407
O -1.1949 3.9229 1.2810
H -1.9067 3.3401 1.5554
H -1.8401 4.5892 0.9857
O -3.5217 2.3004 1.2511
H -4.0403 1.7648 1.8818
H -4.2465 2.8032 0.9005
```

Mulliken population analysis, charges in e, atoms 1 to 2: H 0.30; H 0.27


Entry 2:
The following is a DFT calculation (ωB97M-V with the def2-TZVPD basis set) of the molecule C10H15NO at a distorted geometry.

Results
Expectation value of S²: 2.03
ΔE to the lowest compared entry with this formula, charge and spin, kcal per mole: 0.00
M, u: 165.24
Multiplicity: 3
Gap between HOMO and LUMO (alpha / beta), eV: 7.577 / 9.514
E_HOMO (alpha / beta), eV: -6.7 / -9.2

```
27
C10H15NO | the OMol25 dataset | ωB97M-V with the def2-TZVPD basis set
C 2.2378 -1.0629 -2.4540
C 0.2882 -0.4435 -1.8644
C 1.1116 -0.4824 -0.7264
C -1.0481 -0.1183 -1.9634
C -0.6146 -0.3883 0.9587
C 0.8300 -0.1566 0.7048
C -1.7297 0.0070 -3.2760
C -1.4441 0.4451 1.8565
C 1.2803 1.2857 0.9845
C 1.6642 -1.1218 1.5826
N 1.0824 -0.8141 -2.9481
O 2.3462 -0.8921 -1.1272
H 3.1041 -1.3841 -2.9988
H -1.5985 0.0861 -1.0533
H -0.9972 -1.3541 0.6708
H -2.5484 -0.7128 -3.3510
H -1.0188 -0.1764 -4.0755
H -2.1687 0.9995 -3.3998
H -2.5013 0.2289 1.7123
H -1.2778 1.5102 1.6980
H -1.2126 0.2405 2.9113
H 1.1644 1.5258 2.0376
H 0.6955 1.9836 0.3898
H 2.3276 1.3996 0.7154
H 2.7207 -1.0073 1.3568
H 1.3739 -2.1520 1.3884
H 1.4953 -0.9018 2.6335
```

natural (NBO) population analysis, charges in e, atoms 1 to 2: C 0.34; C -0.01


Entry 3:
The following is a DFT calculation (ωB97M-V with the def2-TZVPD basis set) of a structure of composition C19H28AsN3O5Si2Sn at a distorted geometry.

Results
ΔE to the lowest compared entry with this formula, charge and spin, kcal per mole: 25.73
M, u: 628.25
Gap between HOMO and LUMO (alpha / beta), eV: 4.655 / 4.653
E_HOMO (alpha / beta), eV: -6.0 / -6.0

```
59
C19H28AsN3O5Si2Sn | the OMol25 dataset | ωB97M-V with the def2-TZVPD basis set
Sn 12.8035 11.3542 6.7145
O 14.6666 12.3580 6.9622
C 15.6417 11.9270 7.6893
C 15.5314 11.1005 8.8160
C 16.6069 10.3282 9.3169
C 16.5192 9.8912 10.5981
C 15.3455 10.1204 11.4073
C 14.2340 10.5993 10.7925
C 14.2365 11.1020 9.4839
O 13.0268 11.2975 8.9131
N 17.4447 9.0130 11.2393
O 17.4822 8.8162 12.4788
O 18.2630 8.5078 10.4366
H 16.6597 12.1704 7.2678
H 17.4856 10.2199 8.7105
H 15.3739 9.8652 12.4797
H 13.2570 10.5792 11.2362
N 13.1794 18.3971 6.3981
C 12.6842 17.6724 7.4170
O 12.4419 18.0943 8.5800
C 12.5270 16.2228 7.1690
C 12.2000 15.3615 8.2533
C 12.1681 14.0071 8.0134
N 12.3176 13.4364 6.7814
C 12.5256 14.2850 5.7536
C 12.5069 15.7009 5.8848
H 13.2829 19.3865 6.4648
H 13.5972 18.0658 5.5522
H 12.1956 15.8449 9.2291
H 12.1306 13.3296 8.8601
H 12.8243 13.8731 4.7930
H 12.5932 16.3008 5.0256
C 9.6502 11.3217 9.9100
Si 8.7423 11.1894 8.3857
C 7.0293 10.3015 8.7592
C 8.4973 12.8633 7.5368
As 9.9971 10.0857 6.6338
Si 10.6441 8.0211 7.7393
C 11.0693 8.1212 9.6027
C 8.9668 7.0682 7.7003
C 12.0080 7.1798 6.7225
H 9.5415 12.3158 10.3527
H 10.7336 11.2187 9.7188
H 9.4259 10.5495 10.6843
H 6.2976 11.0813 8.9425
H 7.1842 9.5865 9.6020
H 6.6238 9.6836 7.9465
H 7.5605 12.7102 6.9763
H 9.1444 13.2277 6.7602
H 8.4036 13.6896 8.2951
H 10.1552 8.1084 10.1954
H 11.7833 8.9235 9.8681
H 11.6937 7.1804 9.7927
H 8.4570 7.4634 8.5477
H 9.1994 5.9597 7.8170
H 8.3010 7.1774 6.8195
H 11.6209 6.2186 6.2639
H 12.7613 6.7685 7.4752
H 12.4941 7.7553 5.9387
```

natural (NBO) population analysis, charges in e, atoms 1 to 2: Sn 1.19; O -0.71


Entry 4:
The following is a DFT calculation (ωB97M-V with the def2-TZVPD basis set) of a structure of composition C19H19Br46F10NO2S2 at a distorted geometry.

Results
M, u: 4223.06
Gap between HOMO and LUMO, eV: 6.735
E_HOMO, eV: -9.5

```
99
C19H19Br46F10NO2S2 | the OMol25 dataset | ωB97M-V with the def2-TZVPD basis set
O -1.2731 2.7120 0.0952
S -2.8373 2.5140 0.0523
O -3.1672 2.0761 -1.3946
F -3.1542 1.2648 1.2284
N -3.5612 4.0208 0.5564
Br -2.1057 5.2013 0.8195
C -4.5482 4.5701 -0.4497
C -5.3849 5.8278 0.1322
C -6.9786 5.6495 0.3837
F -7.5571 7.0203 0.0800
F -7.1942 5.5080 1.8486
C -7.8008 4.6404 -0.5748
F -7.2891 4.5525 -1.9945
F -9.1671 5.2732 -0.7488
S -8.1216 2.9145 0.0168
F -6.7139 2.7866 0.9619
F -7.2724 2.3090 -1.3853
F -9.5551 2.8885 -0.9847
F -9.1317 3.3821 1.3163
F -8.4656 1.2819 0.4124
H -5.1667 3.6725 -0.8722
H -3.8953 4.9731 -1.3645
H -4.8970 6.1233 1.1808
H -5.1977 6.7779 -0.5607
C 2.1559 2.7949 0.5334
Br 1.4772 4.2147 1.6768
Br 2.5609 3.4387 -1.2570
Br 3.6754 1.8833 1.3358
H 1.3552 2.0546 0.4335
C -0.5188 -0.2139 2.9545
Br -1.0116 1.2735 1.8017
Br -1.0176 -1.9268 2.1790
Br 1.3640 -0.1603 3.4405
H -1.0915 -0.1036 3.8812
C 2.4962 -0.4426 -2.5080
Br 2.4790 -2.2300 -3.2756
Br 1.3843 -0.3279 -0.9159
Br 4.3070 0.1839 -2.1729
H 2.0580 0.2296 -3.2531
C -7.4188 2.3872 -5.0143
Br -7.9116 3.8746 -6.1670
Br -7.9176 0.6743 -5.7898
Br -5.5360 2.4409 -4.5283
H -7.9915 2.4975 -4.0876
C -2.5732 -3.4981 5.9997
Br -0.6741 -3.7629 5.6722
Br -3.1337 -1.6829 5.5813
Br -3.6585 -4.8219 5.0757
H -2.7360 -3.6438 7.0727
C -1.5447 2.0846 -6.2201
Br -2.7811 2.8521 -7.5109
Br -1.4299 3.1574 -4.6014
Br -1.9677 0.2268 -5.8286
H -0.5521 2.0960 -6.6822
C -11.5280 2.8463 -4.6336
Br -10.4896 4.0232 -3.4843
Br -11.0327 0.9803 -4.3956
Br -13.4409 3.1214 -4.4122
H -11.2843 3.1125 -5.6675
C 2.7986 -5.7024 5.5571
Br 2.5312 -3.9844 4.6848
Br 2.0405 -7.1652 4.5228
Br 4.6704 -6.0131 5.9858
H 2.2547 -5.6668 6.5068
C 7.3193 -2.0586 0.1895
Br 6.9700 -3.8065 0.9684
Br 6.3216 -0.6523 1.0902
Br 9.2229 -1.6645 0.1197
H 6.9616 -2.0921 -0.8448
C 3.5021 4.0724 5.3756
Br 2.2369 2.6832 4.8726
Br 5.0259 4.1355 4.1679
Br 2.6412 5.8084 5.5459
H 3.8894 3.8091 6.3654
C 12.8535 -0.5848 -2.3428
Br 11.5306 0.8402 -2.3990
Br 13.5260 -0.8776 -0.5411
Br 12.1827 -2.2271 -3.1408
H 13.7026 -0.2571 -2.9517
C -6.7138 -1.3739 -2.5913
Br -5.6755 -0.1971 -1.4420
Br -6.2185 -3.2400 -2.3533
Br -8.6267 -1.0989 -2.3699
H -6.4701 -1.1078 -3.6252
C 8.5722 -7.0490 4.0604
Br 7.1346 -7.2822 2.7709
Br 10.2692 -6.6640 3.1909
Br 8.1290 -5.7153 5.4053
H 8.6904 -8.0036 4.5836
C 2.5422 -11.5446 3.7829
Br 3.8830 -10.3057 3.1109
Br 0.8275 -11.3066 2.8956
Br 3.1526 -13.3895 3.6952
H 2.3902 -11.3081 4.8412
C 16.1695 -1.3154 -4.7863
Br 14.9331 -0.5479 -6.0771
Br 16.2843 -0.2426 -3.1676
Br 15.7465 -3.1733 -4.3948
H 17.1621 -1.3040 -5.2484
```

Mulliken population analysis, charges in e, atoms 1 to 2: O -0.56; S 1.09